Computed, not measured: an isolated molecule of C18H23N3O3, with wB97M-V/def2-TZVPD.

For the frontier orbital gap, the calculation gives 8.7 eV. The SMILES is COc1cc(NC[C@@H]2C[C@H]3CC[C@@H](O)C[C@H]3NC2=O)ccc1C#N. As for the total energy: -29651.637 eV. As for the energy above the lowest of the compared OMol25 structures with the same formula, charge and spin: 3.387 eV.

Each line ends with the natural charge from an NBO analysis.
Element x y z (Å)
C -5.20542 0.54897 4.61216  -0.2561
O -4.77223 0.98178 3.31085  -0.5260
C -4.28576 -0.05711 2.53686  0.4509
C -2.96133 -0.01514 2.09749  -0.3315
C -2.44648 -0.98150 1.25895  0.2300
N -1.15177 -0.77762 0.79101  -0.6055
C -0.47243 -1.61300 -0.21779  -0.1911
C 0.86004 -0.96378 -0.59788  -0.3195
C 0.70393 0.54230 -0.93875  -0.3895
C 1.99519 1.17085 -1.45100  -0.2086
C 3.06372 1.22972 -0.37322  -0.3954
C 4.25665 2.09381 -0.78848  -0.4316
C 4.71342 1.85115 -2.25448  0.1083
O 6.14072 1.84798 -2.27551  -0.7235
C 4.14581 0.50211 -2.76685  -0.4274
C 2.58326 0.46095 -2.70535  -0.0374
N 2.14744 -0.91466 -2.84692  -0.6323
C 1.50338 -1.66052 -1.83491  0.6933
O 1.30031 -2.83286 -2.04635  -0.6117
C -3.27763 -2.07541 0.88563  -0.3014
C -4.57015 -2.16251 1.33776  -0.1103
C -5.08243 -1.13212 2.13044  -0.3210
C -6.50231 -1.18903 2.36903  0.2911
N -7.61475 -1.30320 2.71993  -0.3381
H -5.41579 1.39401 5.20997  0.1970
H -6.11525 -0.06947 4.54902  0.1948
H -4.43069 -0.07063 5.10989  0.1736
H -2.36540 0.84520 2.29242  0.2135
H -0.61902 -0.01502 1.21992  0.3901
H -0.28891 -2.62680 0.13443  0.2102
H -1.13474 -1.71178 -1.08441  0.2015
H 1.57183 -1.08049 0.22469  0.2266
H 0.36886 1.08511 -0.08920  0.2016
H -0.05975 0.65356 -1.71090  0.2161
H 1.73009 2.22129 -1.71290  0.2125
H 3.40230 0.20781 -0.15432  0.1975
H 2.63805 1.63673 0.55064  0.2098
H 5.07114 1.88956 -0.10555  0.2224
H 3.97189 3.14517 -0.73415  0.2008
H 4.35456 2.65123 -2.94422  0.1580
H 6.49300 2.66318 -1.92002  0.4703
H 4.47502 0.26513 -3.77303  0.2197
H 4.52746 -0.31486 -2.16923  0.2107
H 2.21218 1.03246 -3.54459  0.1910
H 2.48507 -1.46495 -3.62896  0.4121
H -2.80842 -2.85305 0.30132  0.2209
H -5.13465 -3.03458 1.02652  0.2337

---

Computed, not measured: an isolated molecule of C3H7N5, with wB97M-V/def2-TZVPD.

For the frontier orbital gap, the calculation gives 7.4 eV. The SMILES is N=c1[nH]c(N)c(N)[nH]1. As for the total energy: -10674.619 eV. As for the energy above the lowest of the compared OMol25 structures with the same formula, charge and spin: 0.381 eV.

Each line ends with the natural charge from an NBO analysis.
Element x y z (Å)
N 2.97640 -0.18941 0.00184  -0.8049
C 1.69374 -0.10364 -0.02744  0.5585
N 0.87459 0.99193 -0.05817  -0.5934
C -0.45344 0.58396 -0.01620  0.1656
N -1.42640 1.59193 -0.03071  -0.8430
C -0.47433 -0.78235 -0.05908  0.2396
N -1.59932 -1.61160 -0.11667  -0.8023
N 0.82320 -1.17849 -0.13376  -0.5749
H 3.32061 0.75884 -0.10707  0.3285
H 1.11624 1.98127 0.10133  0.4227
H -2.01796 1.47421 0.75023  0.3730
H -1.89657 1.71137 -0.88476  0.3735
H -2.37392 -1.00144 -0.21471  0.3704
H -1.73283 -2.10197 0.82671  0.3646
H 1.16998 -2.12460 -0.03153  0.4222

---

Computed, not measured: a structure of composition C36H43AsN4O3OsSSb, with wB97M-V/def2-TZVPD.

For the frontier orbital gap, the calculation gives 3.2 eV. As for the total energy: -130789.941 eV. As for the net charge: +3. As for the energy above the lowest of the compared OMol25 structures with the same formula, charge and spin: 0.000 eV.

Each line ends with the Mulliken charge.
Element x y z (Å)
Os 1.09413 -0.57313 1.35988  4.0545
C -5.89312 4.59517 -9.25920  -0.8448
O -4.62985 3.92510 -9.22270  -0.4389
C -4.15261 3.50184 -8.05629  0.8609
C -4.80334 3.66656 -6.82739  -0.7098
C -4.21035 3.18372 -5.67928  -0.6992
C -2.97544 2.53446 -5.71902  0.5048
C -2.33459 2.37505 -6.95832  -0.4961
C -2.91066 2.85031 -8.10662  -0.6881
C -2.33838 2.01544 -4.53396  0.3121
N -1.19078 1.34231 -4.51218  -0.8199
C -0.96803 1.05284 -3.21599  0.9555
C -1.98327 1.54112 -2.39721  0.0532
N -2.85110 2.15319 -3.26326  -0.0962
C -2.00488 1.32363 -1.00141  0.1158
C -3.03604 1.68073 -0.10389  -0.3430
C -2.93730 1.32915 1.21701  -1.3058
C -1.80267 0.64059 1.67312  -0.4465
N -0.80696 0.32295 0.86319  -0.1553
C -0.89820 0.63557 -0.45572  0.2361
C 0.15410 0.14184 -1.27968  0.0720
N 1.14179 -0.59252 -0.66258  -0.5362
C 2.02286 -1.24756 -1.43470  0.0241
C 2.03870 -1.13060 -2.81515  -1.4284
C 1.09762 -0.33637 -3.44038  -0.2090
C 0.11568 0.30082 -2.66750  -0.0322
H -6.06146 4.83482 -10.30309  0.2471
H -5.85522 5.51242 -8.67048  0.3557
H -6.68438 3.93692 -8.89868  0.3549
H -5.76044 4.16244 -6.77405  0.4430
H -4.74018 3.31858 -4.74286  0.2139
H -1.37876 1.87172 -6.99409  0.4808
H -2.43357 2.73845 -9.07013  0.4559
H -3.70395 2.63309 -3.03193  0.1947
H -3.91492 2.20384 -0.45791  0.5169
H -3.73213 1.55771 1.91300  0.5025
H -1.71655 0.31075 2.69775  0.6113
H 2.74518 -1.87157 -0.93139  0.5927
H 2.78662 -1.66813 -3.37970  0.5216
H 1.07853 -0.21923 -4.51692  0.6704
O 0.07791 -1.28644 2.97328  -1.0634
C -0.14490 -2.44950 2.44322  -0.2094
O 0.35081 -2.50733 1.26692  -1.0512
C -0.82874 -3.52347 3.10190  0.4262
C -1.14465 -3.41810 4.46279  -0.2682
C -1.79001 -4.46559 5.08853  -0.8856
C -2.12127 -5.60554 4.36149  -0.4356
C -1.80820 -5.71102 3.00976  -0.7938
C -1.15819 -4.67280 2.37251  -0.3806
H -0.87337 -2.52984 5.01793  0.4191
H -2.03492 -4.40330 6.13949  0.4588
H -2.62888 -6.42328 4.85587  0.4391
H -2.07449 -6.60262 2.45977  0.4600
H -0.91074 -4.73737 1.32159  0.5094
C 2.94695 -1.91634 4.84653  -0.8414
C 4.03894 -1.58833 3.83242  -0.6986
Sb 3.37679 -1.87520 1.84218  0.0459
C 5.03140 -1.32471 0.62537  -0.7066
C 5.15544 0.18463 0.44389  -1.1565
C 3.18929 -3.97749 1.62451  -0.4893
C 4.55215 -4.66220 1.57148  -1.2286
H 3.30870 -1.75446 5.86165  0.4919
H 2.63150 -2.95915 4.77992  0.3117
H 2.06411 -1.28818 4.69939  -0.0194
H 4.91702 -2.22125 3.96671  0.5551
H 4.36720 -0.55186 3.91681  0.4423
H 4.93446 -1.83473 -0.33440  0.5049
H 5.91440 -1.74345 1.10979  0.5870
H 4.28728 0.60367 -0.07171  0.2360
H 6.03645 0.42477 -0.15028  0.4031
H 5.26119 0.69984 1.40035  0.3193
H 2.59079 -4.16712 0.73288  0.4357
H 2.59850 -4.32125 2.47630  0.3597
H 5.14014 -4.33857 0.71254  0.3449
H 4.42040 -5.74064 1.48916  0.4031
H 5.13848 -4.47625 2.47233  0.3228
C 2.16354 3.59015 4.47231  -1.1011
As 0.85902 2.57027 3.51340  0.5073
C -0.29768 1.67864 4.76498  -0.5307
C -0.10114 3.76298 2.36029  -0.8381
S 2.12513 1.12124 2.40167  -0.4327
H 1.65011 4.38015 5.02059  0.4501
H 2.87109 4.02644 3.76910  0.4299
H 2.68682 2.93803 5.16964  0.4056
H -1.29463 2.11002 4.68989  0.4780
H 0.09891 1.84333 5.76550  0.4799
H -0.31816 0.61302 4.54909  -0.2274
H -0.58153 4.51748 2.98369  0.4740
H -0.84945 3.21834 1.78863  0.1608
H 0.61000 4.24038 1.68809  0.3954

---

Computed, not measured: a cluster of 2 separate species, C3H3BrN5O in total, with wB97M-V/def2-TZVPD.

For the frontier orbital gap (alpha / beta), the calculation gives 6.2 / 7.6 eV. As for the total energy: -82696.245 eV. As for the net charge: -1. As for the energy above the lowest of the compared OMol25 structures with the same formula, charge and spin: 4.774 eV.

Each line ends with the natural charge from an NBO analysis.
Element x y z (Å)
C 2.46488 1.12504 -0.83905  0.3362
C -0.51307 -0.63392 -0.30954  0.5376
C -1.08289 0.55776 -0.85597  -0.2538
N 3.76993 1.07908 0.67362  -0.1893
N 2.46050 0.74826 0.39584  -0.4841
N 3.52966 1.60394 -1.39590  -0.4768
N 4.39916 1.59030 -0.37197  -0.1611
N -0.40204 -0.74167 1.03279  -0.8154
O -0.14512 -1.58445 -1.02938  -0.5945
Br -1.89128 2.01483 -0.03845  0.0943
H -1.18541 0.45237 -1.90719  0.2117
H -0.64089 -0.10913 1.80356  0.3904
H 0.19979 -1.34782 1.55217  0.4046

---

Q: Number 2 is which compound?
A: C3H7N5

---

Q: Which value of energy above the lowest of the compared OMol25 structures with the same formula, charge and spin does entry 1 give?
A: 3.387 eV

---

Q: What is the energy above the lowest of the compared OMol25 structures with the same formula, charge and spin in the first record?
A: 3.387 eV